Here is the ion C8H8N with charge +1 in a non-equilibrium geometry from the Open Molecules 2025 dataset. Energies are from ωB97M-V/def2-TZVPD.

```
17
Properties=species:S:1:pos:R:3:forces:R:3:nbo_charge:R:1
N 2.322581 -0.617573 -0.002582 4.713 -1.364 -0.303 -0.238
C 0.303551 0.978224 -0.064412 -0.737 -2.017 0.458 0.343
C -1.548204 -1.828293 -0.025850 -1.212 2.298 1.428 -0.422
C 3.426692 -1.100103 -0.074569 -6.226 2.740 -1.279 0.269
C -2.360835 -0.364700 -0.020402 0.217 -1.219 -1.085 -0.373
C 0.581383 2.391958 -0.011471 1.214 0.261 -3.231 -0.711
C 1.122335 -0.198141 -0.114778 -3.554 -1.006 -0.180 0.005
C -0.360340 -1.032374 -0.060138 2.786 4.628 0.777 0.212
C -0.957461 0.177127 0.134320 2.327 -0.649 -1.425 -0.156
H 4.341102 -1.248044 0.313363 2.797 -0.938 1.457 0.246
H 0.921694 2.473757 0.971633 0.003 0.925 2.217 0.290
H -0.290820 3.018378 -0.349235 1.182 -0.468 0.711 0.281
H -1.538150 -2.387562 0.862375 -0.613 -0.820 1.451 0.254
H 1.583499 2.586516 -0.559399 -1.821 0.038 0.391 0.266
H -1.773289 -2.420789 -0.796073 -0.818 -2.454 -3.135 0.237
H -2.952866 -0.208762 0.876640 -0.665 0.026 -0.492 0.244
H -2.820869 -0.219614 -1.079414 0.405 0.019 2.240 0.252
```
Positions in Å, forces in eV/Å.

Energy above the lowest of the compared OMol25 structures with the same formula, charge and spin = 478.89 kJ/mol
HOMO energy (alpha / beta) = -12.11 / -12.07 eV
SMILES string = C#[N+]C1=C(C)C2=C1CC2
Total charge = +1
Calculated total energy = -9900.352 eV


Here is an isolated molecule of C8H8N2 in a non-equilibrium geometry from the Open Molecules 2025 dataset. Energies are from ωB97M-V/def2-TZVPD.

```
18
Properties=species:S:1:pos:R:3:forces:R:3:nbo_charge:R:1
N -3.349413 0.640652 -0.079169 0.605 0.089 1.163 -0.232
N -2.599776 -0.247249 -1.115399 0.458 -1.695 -1.959 -0.523
C -2.449859 -0.177150 0.239401 0.099 1.229 0.632 0.389
C 1.602105 1.371348 0.095469 2.119 2.990 -2.692 -0.194
C 0.417599 1.071754 0.680816 -0.592 1.125 0.761 -0.229
C -0.024189 -0.226108 0.529805 -1.419 -0.486 1.207 -0.017
C -1.365373 -0.586688 1.185642 -0.732 0.160 -0.697 -0.484
C 0.650056 -1.167563 -0.213748 0.234 -0.725 0.168 -0.212
C 2.333681 0.412175 -0.656496 0.088 0.955 1.502 -0.206
C 1.900327 -0.865145 -0.774540 -1.360 0.218 -0.561 -0.210
H -1.458619 -1.652207 1.263351 0.099 -0.723 0.239 0.243
H 3.320851 0.532012 -1.063483 0.104 1.102 -0.250 0.216
H 2.465267 -1.359288 -1.543638 -0.179 -1.382 0.326 0.225
H -1.560173 -0.146405 2.161862 0.322 0.108 -0.006 0.244
H -0.169751 1.862952 1.241616 0.674 -1.183 -0.836 0.232
H -1.772622 0.186933 -1.553301 -0.483 0.613 0.065 0.319
H 1.878965 2.494351 -0.148492 -0.284 -2.301 1.290 0.220
H 0.180932 -2.144375 -0.249699 0.246 -0.092 -0.351 0.218
```
Positions in Å, forces in eV/Å.

Energy above the lowest of the compared OMol25 structures with the same formula, charge and spin = 433.21 kJ/mol
HOMO energy = -8.94 eV
SMILES string = c1ccc(CC2=NN2)cc1
Total charge = 0
Calculated total energy = -11402.133 eV


Here is an isolated molecule of C8H8N2 in a non-equilibrium geometry from the Open Molecules 2025 dataset. Energies are from ωB97M-V/def2-TZVPD.

```
18
Properties=species:S:1:pos:R:3:forces:R:3:nbo_charge:R:1
N -3.647921 2.014082 -0.230625 -1.371 2.503 -0.091 -0.307
N -3.370402 -2.554131 -0.117436 -0.674 -1.350 -0.027 -0.261
C -3.005707 -1.481365 -0.016463 0.735 -0.451 -0.015 0.265
C -3.329552 0.946459 -0.031009 0.771 -1.776 -0.557 0.267
C 0.865461 0.547863 0.663647 -2.344 -0.904 -1.698 0.025
C -2.470637 -0.201530 0.017563 2.769 3.282 1.114 -0.364
C 2.665867 -1.122617 -0.188371 -0.225 -1.617 0.298 -0.611
C 1.672708 0.003752 -0.416941 1.928 0.545 -0.558 -0.493
C -1.194190 0.283685 0.214015 0.736 -1.663 -0.089 0.231
C -0.302623 1.420281 0.391255 -1.353 1.385 -0.941 -0.568
H 3.060840 -1.281379 0.827081 0.363 0.773 -0.411 0.216
H 3.408537 -1.161959 -0.998296 0.218 0.502 0.683 0.224
H -0.079656 2.078471 -0.483148 -0.649 -0.504 0.305 0.250
H 1.005776 -0.376578 -1.132899 -0.756 -0.030 -1.478 0.240
H -0.720459 2.071938 1.163381 0.549 0.091 0.318 0.258
H 2.185493 -2.085072 -0.351186 -0.526 -0.161 0.036 0.213
H 2.279326 0.802766 -0.869291 -0.460 0.296 -0.115 0.219
H 0.977144 0.095326 1.558720 0.290 -0.921 3.225 0.196
```
Positions in Å, forces in eV/Å.

Energy above the lowest of the compared OMol25 structures with the same formula, charge and spin = 654.43 kJ/mol
HOMO energy (alpha / beta) = -8.82 / -9.25 eV
Total charge = 0
Calculated total energy = -11399.841 eV


Here is an isolated molecule of C8H8N2O in a non-equilibrium geometry from the Open Molecules 2025 dataset. Energies are from ωB97M-V/def2-TZVPD.

```
19
Properties=species:S:1:pos:R:3:forces:R:3:nbo_charge:R:1
O 2.390642 0.185539 0.215934 -2.020 0.589 -1.023 -0.556
N -1.405206 1.487989 1.195372 -0.123 0.167 0.320 -0.232
N -2.001377 0.660439 0.309183 -0.744 -0.914 -0.731 -0.206
C -1.106440 0.040275 -0.533850 1.056 -0.549 0.615 -0.024
C -4.448282 -1.810299 -0.760562 0.520 0.863 0.460 0.067
C -0.134970 1.356904 0.961261 0.666 1.265 0.446 0.024
C 3.332283 -0.825086 0.143265 -0.885 -1.778 1.723 -0.240
C -3.293847 0.348081 0.432549 -1.537 -4.345 -2.753 0.243
C 0.110524 0.499236 -0.155132 -0.858 -0.764 -0.341 -0.125
C 1.353802 0.099784 -0.809469 2.682 -0.166 0.145 -0.080
C -3.879194 -0.806403 -0.221240 1.216 2.791 1.431 -0.529
H 3.347538 -1.268079 1.209645 0.346 0.134 -1.730 0.182
H -3.857831 0.991072 1.032078 -0.766 0.829 1.021 0.230
H 3.014240 -1.607111 -0.620775 0.945 0.762 0.986 0.166
H 1.614614 0.869689 -1.577158 -0.179 -0.780 0.128 0.199
H 1.440109 -0.972425 -1.256957 -0.920 1.943 0.566 0.197
H -1.262265 -0.859510 -1.129046 -0.701 0.724 -0.030 0.263
H 0.535148 1.945655 1.607012 -0.121 -0.586 -0.681 0.235
H 4.250504 -0.335748 -0.042116 1.423 -0.186 -0.553 0.184
```
Positions in Å, forces in eV/Å.

Energy above the lowest of the compared OMol25 structures with the same formula, charge and spin = 731.93 kJ/mol
HOMO energy = -9.76 eV
Total charge = 0
Calculated total energy = -13446.642 eV


Here is an isolated molecule of C8H8N2O3S in a non-equilibrium geometry from the Open Molecules 2025 dataset. Energies are from ωB97M-V/def2-TZVPD.

```
22
Properties=species:S:1:pos:R:3:forces:R:3:nbo_charge:R:1
S 2.639232 -0.715777 0.273667 0.016 0.188 0.677 2.218
O 3.942272 -1.234805 -0.020575 -0.212 -0.056 -0.246 -0.911
O -0.405075 2.330951 -0.953343 -0.545 0.293 0.202 -0.284
O 1.697863 -1.878893 0.857485 0.310 -0.014 -0.737 -0.890
N 2.417650 0.387322 1.293573 -0.438 -0.773 -0.492 -1.187
N 0.733420 1.710583 -1.367452 0.961 -0.542 -0.397 -0.082
C 0.656612 0.440567 -1.087835 -0.928 0.640 0.034 0.136
C -2.474231 1.593820 0.164856 0.143 0.232 -0.121 -0.271
C 1.774188 -0.474454 -1.337490 0.628 -0.021 0.766 -0.667
C -0.591416 0.152218 -0.443078 -0.421 0.796 -0.023 -0.178
C -2.485155 -0.791918 0.620424 -0.051 -0.188 0.048 -0.232
C -1.214872 1.413485 -0.391886 0.259 -1.231 0.115 0.358
C -3.091339 0.468855 0.667956 0.034 0.070 -0.021 -0.182
C -1.237642 -0.971987 0.067735 0.041 0.110 -0.054 -0.174
H 1.466978 -1.466620 -1.648840 -0.020 -0.072 -0.150 0.259
H 1.352379 -1.573633 1.700807 -0.063 0.246 0.419 0.523
H -4.071568 0.559187 1.110830 -0.080 0.029 0.036 0.220
H -2.934763 2.567114 0.195411 -0.093 0.112 0.023 0.232
H -0.768350 -1.942326 0.031157 -0.005 -0.120 0.008 0.226
H 2.505627 -0.050054 -2.016802 0.100 0.004 -0.032 0.271
H -3.015637 -1.639582 1.027063 -0.039 -0.075 0.029 0.218
H 3.103827 1.115946 1.256338 0.401 0.373 -0.083 0.396
```
Positions in Å, forces in eV/Å.

Energy above the lowest of the compared OMol25 structures with the same formula, charge and spin = 169.54 kJ/mol
HOMO energy = -9.45 eV
SMILES string = N=[S@@](=O)(O)Cc1noc2ccccc12
Total charge = 0
Calculated total energy = -28381.255 eV


Here is a structure of composition C8H8N4O4 in a non-equilibrium geometry from the Open Molecules 2025 dataset. Energies are from ωB97M-V/def2-TZVPD.

```
24
Properties=species:S:1:pos:R:3:forces:R:3:nbo_charge:R:1
O 2.636633 -1.689121 -0.965736 0.660 -0.508 -1.543 -0.612
O -2.849918 2.002499 -0.311580 1.722 -3.181 1.313 -0.572
O 1.990663 2.772026 -0.576570 -0.382 1.366 -0.825 -0.640
O -0.243819 -1.111747 1.708418 -12.196 -6.149 4.902 -0.580
N -2.356872 -0.071338 -1.256160 -1.010 4.092 -3.002 -0.638
N 2.375991 0.611599 -0.743214 0.395 -2.666 -1.837 -0.631
N -1.848309 0.185320 0.921124 -1.478 4.036 2.914 -0.635
N 0.961776 1.432114 0.836794 -1.879 -1.674 2.604 -0.609
C 0.837808 0.179036 1.444720 5.375 4.354 -1.313 0.084
C -1.589395 -1.176674 -1.524046 1.820 -0.285 -0.422 0.077
C -2.347393 0.876153 -0.152404 -1.430 -0.509 -2.323 0.800
C -1.024749 -0.877788 0.827532 -2.279 -4.061 -1.912 0.665
C 1.708539 1.645248 -0.236153 2.247 2.206 -0.302 0.757
C -0.980653 -1.683657 -0.433593 1.665 -0.991 -0.709 -0.398
C 1.335332 -0.890577 0.782508 5.739 0.476 -1.486 -0.481
C 2.148344 -0.747348 -0.404390 -0.328 0.713 2.235 0.635
H 1.000458 -1.821504 1.229470 3.141 -0.560 -1.674 0.280
H 0.338777 0.137735 2.394404 1.783 2.461 0.909 0.243
H -1.911901 0.725249 1.867300 0.403 -1.513 -2.277 0.441
H -1.227222 -1.568233 -2.624782 -1.800 1.322 2.813 0.266
H -2.542387 0.608143 -2.039374 -0.084 -1.612 0.504 0.423
H 0.826536 2.183170 1.475796 -0.080 0.934 -0.226 0.418
H -0.193374 -2.524249 -0.658970 -1.732 1.745 1.254 0.279
H 2.955127 0.803938 -1.561092 -0.273 0.003 0.403 0.429
```
Positions in Å, forces in eV/Å.

Energy above the lowest of the compared OMol25 structures with the same formula, charge and spin = 882.81 kJ/mol
HOMO energy = -7.89 eV
Total charge = 0
Calculated total energy = -22569.780 eV